Entry 1:
This record from the OMol25 dataset describes a single C3H2N2O3 molecule in a non-equilibrium geometry. The level of theory is the ωB97M-V functional and the def2-TZVPD basis.

CARTESIAN COORDINATES (ANGSTROEM)
C: 0.98155 0.70479 0.52476
O: -1.72944 0.58109 -1.22266
O: -1.03324 -0.95072 0.48161
N: 0.95729 -1.21681 -0.54856
H: 1.28361 1.50419 1.48966
C: 0.26637 -0.41893 0.29147
C: -1.95596 -0.02032 -0.17456
O: 2.11355 0.57694 -0.28890
N: 1.97429 -0.63616 -0.93449
H: -2.85801 -0.12408 0.38168

Atomic forces in eV per Å
2.858 2.169 2.743
-0.625 -1.771 3.908
0.285 3.890 -0.062
-0.015 0.117 -1.053
-1.852 -2.381 -3.424
-1.730 -1.581 0.121
2.042 -0.433 -3.006
-1.772 -0.285 1.120
1.851 -0.008 -0.557
-1.042 0.283 0.209

**Energy**: -450.61308 Ha
**Lowest unoccupied orbital energy**: 0.251 eV
**F_max**: 0.089 hartree/bohr
**HOMO level**: -0.388 Ha
**Net charge**: 0
**M**: 114.060 u
**Kohn-Sham gap**: 10.8 eV

Mulliken population analysis, charges in e, atoms 1 to 8: C -0.08; O -0.42; O -0.35; N -0.15; H 0.28; C 0.36; C 0.18; O -0.07



Entry 2:
This record from the OMol25 dataset describes a single C3H2N2O3 molecule in a non-equilibrium geometry. The level of theory is the ωB97M-V functional and the def2-TZVPD basis.

CARTESIAN COORDINATES (ANGSTROEM)
O: -2.47649 -0.47687 -0.68645
O: 2.94594 0.70638 0.56620
C: -0.32123 0.24981 0.17244
N: 0.57926 1.08895 0.59618
H: -0.32786 -1.73122 -0.73649
O: 1.62563 -0.58052 -0.67264
H: -2.21504 0.90314 0.98859
C: 1.84060 0.42098 0.27962
C: -1.79534 0.11053 0.23782
N: 0.14453 -0.69119 -0.74527

Atomic forces in eV per Å
3.285 2.196 4.841
0.251 0.243 0.651
1.809 -1.765 -2.386
-0.311 -1.848 0.674
2.123 3.235 -0.005
-3.079 -0.704 0.567
-0.092 -1.878 -0.949
-1.016 0.988 -1.399
-3.870 1.651 -2.735
0.898 -2.119 0.743

**Energy**: -450.64534 Ha
**Lowest unoccupied orbital energy**: -1.913 eV
**F_max**: 0.122 hartree/bohr
**HOMO level**: -0.392 Ha
**Net charge**: 0
**M**: 114.060 u
**Kohn-Sham gap**: 8.8 eV

Mulliken population analysis, charges in e, atoms 1 to 8: O -0.44; O -0.44; C 0.52; N -0.50; H 0.34; O -0.24; H 0.30; C 0.55



Entry 3:
This record from the OMol25 dataset describes 2 unconnected molecules or ions with the total composition C3H2N2O4 in a non-equilibrium geometry. The level of theory is the ωB97M-V functional and the def2-TZVPD basis.

CARTESIAN COORDINATES (ANGSTROEM)
O: 3.21327 1.08714 0.34995
C: 3.49106 0.36210 -0.51958
O: -2.57212 -0.65127 -1.02506
O: 3.88394 -0.33529 -1.34597
C: -1.41811 -0.35391 -0.78024
O: -0.77389 0.75771 -1.09024
N: 0.48659 -0.73258 0.69462
C: -0.48554 -1.26760 0.20577
H: -0.91445 -2.33916 0.17515
N: 0.55411 1.01992 -0.89223
H: 0.48578 1.65765 -0.17086

Atomic forces in eV per Å
-0.196 -0.345 -0.520
0.336 0.923 1.202
2.823 0.986 0.166
-0.159 -0.543 -0.657
-1.431 -1.825 1.032
-1.091 0.990 -1.288
0.859 0.101 0.102
-1.905 -0.887 -1.914
0.860 1.616 0.682
-0.265 -3.102 -1.050
0.170 2.087 2.244

**Energy**: -525.84349 Ha
**Lowest unoccupied orbital energy (spin up / spin down)**: -1.302 / -1.592 eV
**F_max**: 0.064 hartree/bohr
**HOMO level (spin up / spin down)**: -0.380 / -0.410 Ha
**Net charge**: 0
**M**: 130.059 u
**Kohn-Sham gap (spin up / spin down)**: 9.0 / 9.6 eV

Mulliken population analysis, charges in e, atoms 1 to 8: O -0.40; C 0.78; O -0.49; O -0.37; C 0.53; O -0.19; N -0.44; C 0.23